Arrangement w

{
  "formula": "C2H6N2OS",
  "method": "ωB97M-V/def2-TZVPD",
  "orbital_gap_ev": 8.88,
  "homo_energy_ha": -0.31283,
  "smiles": "CN(O)/C=N/S",
  "mol_weight_g_mol": 106.15,
  "symbols": ["C", "C", "H", "H", "H", "H", "H", "H", "N", "N", "O", "S"],
  "positions_angstrom": [[-0.787, -0.809, -1.011], [0.067, 0.571, 0.728], [-1.601, -1.559, -1.211], [-0.889, 0.071, -1.640], [0.267, -1.270, -1.369], [-0.420, -1.752, 1.563], [0.185, 0.554, 1.862], [2.861, 1.932, -0.699], [-0.868, -0.322, 0.348], [0.640, 1.285, -0.175], [-1.207, -1.283, 1.286], [1.751, 2.582, 0.318]],
  "mulliken_charge": [-0.778, 0.099, 0.285, 0.326, 0.232, 0.332, 0.357, 0.163, 0.113, -0.482, -0.432, -0.216]
}



Arrangement x

{
  "formula": "C2H6N2OS",
  "method": "ωB97M-V/def2-TZVPD",
  "orbital_gap_ev": 9.80,
  "homo_energy_ha": -0.32942,
  "smiles": "S[C@H]1CNNO1",
  "mol_weight_g_mol": 106.15,
  "symbols": ["C", "C", "N", "N", "O", "S", "H", "H", "H", "H", "H", "H"],
  "positions_angstrom": [[-0.162, -0.912, 0.365], [0.787, 0.068, -0.398], [-1.395, -0.085, 0.547], [-0.906, 1.246, 0.662], [0.214, 1.372, -0.311], [2.541, 0.014, 0.298], [-0.287, -1.733, -0.225], [0.237, -1.199, 1.238], [0.916, -0.215, -1.392], [-2.072, -0.348, -0.166], [-1.639, 1.852, 0.310], [2.713, 0.967, -0.536]],
  "mulliken_charge": [-0.695, 0.042, -0.293, -0.260, -0.253, -0.237, 0.367, 0.362, 0.321, 0.268, 0.269, 0.110]
}



The most stable arrangement is arrangement x, and the next structure is 0.251 eV less stable.



Arrangement w

{
  "formula": "C2H6N2OS",
  "method": "ωB97M-V/def2-TZVPD",
  "orbital_gap_ev": 8.37,
  "homo_energy_ha": -0.33136,
  "mol_weight_g_mol": 106.15,
  "symbols": ["C", "C", "H", "H", "H", "H", "H", "H", "N", "N", "O", "S"],
  "positions_angstrom": [[2.259, 0.030, 0.090], [-0.573, -0.171, -0.172], [3.137, 0.275, -1.233], [1.473, 1.397, 0.370], [2.846, -0.658, 1.508], [0.188, 1.701, -0.181], [-1.708, -1.713, 0.486], [-3.171, 0.561, -0.485], [-0.716, 1.133, -0.088], [-1.661, -0.961, -0.148], [-3.069, -0.511, 0.056], [0.994, -1.083, -0.204]],
  "mulliken_charge": [-0.757, 0.712, 0.251, 0.211, 0.255, 0.143, 0.242, 0.380, -0.668, -0.235, -0.475, -0.060]
}



Arrangement x

{
  "formula": "C2H6N2OS",
  "method": "ωB97M-V/def2-TZVPD",
  "orbital_gap_ev": 9.09,
  "homo_energy_ha": -0.32358,
  "mol_weight_g_mol": 106.15,
  "symbols": ["C", "C", "H", "H", "H", "H", "H", "H", "N", "N", "O", "S"],
  "positions_angstrom": [[-1.414, -1.098, -1.684], [-0.394, -0.410, -0.523], [-0.769, -1.980, -2.191], [-2.535, -1.533, -1.227], [-1.637, -0.358, -2.703], [-0.594, -2.491, 0.479], [1.415, -1.045, 1.738], [-0.819, 2.445, 0.544], [-0.065, -1.294, 0.537], [-0.140, 0.785, -0.689], [1.497, -1.199, 0.725], [0.328, 1.698, 0.742]],
  "mulliken_charge": [-0.910, 0.675, 0.274, 0.246, 0.270, 0.333, 0.354, 0.160, -0.375, -0.439, -0.407, -0.180]
}



The most stable arrangement is arrangement x, and the next structure is 4.029 eV less stable.



Arrangement w

{
  "formula": "C14H16O2",
  "method": "ωB97M-V/def2-TZVPD",
  "orbital_gap_ev": 9.12,
  "homo_energy_ha": -0.30689,
  "smiles": "Cc1ccc(O)cc1.Cc1ccc(O)cc1",
  "mol_weight_g_mol": 216.28,
  "symbols": ["C", "C", "C", "C", "C", "C", "C", "O", "H", "H", "H", "H", "H", "H", "H", "H", "C", "C", "C", "C", "C", "C", "C", "O", "H", "H", "H", "H", "H", "H", "H", "H"],
  "positions_angstrom": [[1.586, -1.278, 2.634], [1.103, 0.561, 1.079], [1.243, 0.169, 2.421], [0.516, 1.777, 0.781], [0.220, 2.652, 1.830], [1.018, 1.070, 3.438], [0.553, 2.357, 3.132], [-0.398, 3.857, 1.596], [1.396, -0.094, 0.273], [0.374, 2.121, -0.242], [1.000, -1.993, 2.043], [1.567, -1.691, 3.649], [1.065, 0.727, 4.467], [-0.402, 4.049, 0.645], [0.281, 3.067, 3.902], [2.619, -1.474, 2.309], [0.852, -1.979, -3.543], [-1.357, -0.784, -3.316], [-0.364, -1.563, -2.749], [-2.264, -0.098, -2.508], [-2.101, -0.128, -1.148], [-0.300, -1.667, -1.352], [-1.103, -0.896, -0.545], [-2.850, 0.723, -0.374], [-1.565, -0.941, -4.366], [-3.072, 0.523, -2.868], [0.726, -1.771, -4.605], [1.043, -3.053, -3.528], [0.433, -2.367, -0.984], [-2.586, 0.592, 0.544], [-0.963, -0.996, 0.528], [1.729, -1.472, -3.146]],
  "mulliken_charge": [-1.383, -0.737, 0.465, -0.411, 0.890, -0.491, -0.551, -0.566, 0.587, 0.272, 0.246, 0.363, 0.359, 0.288, 0.385, 0.317, -1.349, -0.509, 0.544, -0.795, 0.747, -0.565, -0.384, -0.568, 0.326, 0.400, 0.378, 0.336, 0.413, 0.307, 0.408, 0.276]
}



Arrangement x

{
  "formula": "C14H16O2",
  "method": "ωB97M-V/def2-TZVPD",
  "orbital_gap_ev": 8.89,
  "homo_energy_ha": -0.30736,
  "smiles": "Cc1ccc(O)cc1.Cc1ccc(O)cc1",
  "mol_weight_g_mol": 216.28,
  "symbols": ["C", "C", "C", "C", "C", "C", "C", "O", "H", "H", "H", "H", "H", "H", "H", "H", "C", "C", "C", "C", "C", "C", "C", "O", "H", "H", "H", "H", "H", "H", "H", "H"],
  "positions_angstrom": [[1.098, 1.662, -2.474], [-0.099, -1.906, -1.693], [0.761, -0.838, -1.888], [-1.469, -1.707, -1.849], [0.266, 0.427, -2.164], [-1.958, -0.489, -2.262], [-1.104, 0.615, -2.331], [-2.288, -2.794, -1.542], [0.190, -2.935, -1.527], [1.808, -1.046, -2.061], [-2.930, -2.445, -0.909], [-3.017, -0.335, -2.448], [1.177, 2.185, -1.526], [0.698, 2.232, -3.307], [-1.593, 1.570, -2.469], [2.091, 1.457, -2.887], [1.920, 2.073, 1.356], [-1.126, -0.215, 1.679], [-0.653, -1.073, 2.669], [-0.235, 0.730, 1.193], [0.956, 1.025, 1.849], [0.416, -0.696, 3.451], [1.276, 0.310, 2.996], [-1.295, -2.231, 3.034], [-2.141, -0.374, 1.339], [-0.441, 1.209, 0.245], [0.806, -1.290, 4.268], [-1.744, -2.607, 2.269], [2.070, 2.886, 2.036], [1.495, 2.552, 0.469], [2.222, 0.422, 3.500], [2.842, 1.625, 0.984]],
  "mulliken_charge": [-1.169, -0.450, -0.380, 0.281, 0.474, -0.659, -0.194, -0.575, 0.418, 0.425, 0.330, 0.358, 0.079, 0.380, 0.375, 0.392, -1.434, -0.878, 0.479, -0.117, 0.308, -0.512, -0.351, -0.552, 0.489, 0.472, 0.342, 0.331, 0.412, 0.251, 0.380, 0.295]
}



Arrangement y

{
  "formula": "C14H16O2",
  "method": "ωB97M-V/def2-TZVPD",
  "orbital_gap_ev": 9.29,
  "homo_energy_ha": -0.31546,
  "smiles": "Cc1ccc(O)cc1.Cc1ccc(O)cc1",
  "mol_weight_g_mol": 216.28,
  "symbols": ["C", "C", "C", "C", "C", "C", "C", "O", "H", "H", "H", "H", "H", "H", "H", "H", "C", "C", "C", "C", "C", "C", "C", "O", "H", "H", "H", "H", "H", "H", "H", "H"],
  "positions_angstrom": [[-2.670, 2.910, 4.348], [-1.019, 0.213, 2.241], [-1.286, 1.423, 2.858], [-1.941, -0.823, 2.340], [-2.346, 1.547, 3.771], [-3.127, -0.651, 3.033], [-3.286, 0.520, 3.761], [-1.672, -1.934, 1.591], [-0.190, 0.102, 1.554], [-0.685, 2.300, 2.637], [-1.978, -2.762, 1.974], [-3.853, -1.446, 3.024], [-2.219, 3.686, 3.734], [-2.262, 3.051, 5.347], [-4.144, 0.666, 4.392], [-3.747, 3.065, 4.338], [1.747, -1.439, -5.510], [2.782, -0.196, -1.509], [2.684, 0.744, -2.517], [2.624, -1.553, -1.807], [2.290, 0.331, -3.790], [2.257, -1.918, -3.091], [2.056, -0.998, -4.112], [2.931, 0.201, -0.193], [2.132, -0.027, 0.313], [2.647, 1.804, -2.285], [2.913, -2.235, -1.016], [2.153, 1.127, -4.517], [2.255, -2.993, -3.253], [1.484, -0.641, -6.207], [0.874, -2.081, -5.536], [2.597, -1.993, -5.914]],
  "mulliken_charge": [-1.296, -0.324, -0.454, 0.629, 0.452, -0.659, -0.449, -0.538, 0.334, 0.303, 0.322, 0.331, 0.355, 0.282, 0.349, 0.359, -1.328, 0.280, -0.545, -0.468, -0.287, -0.170, 0.389, -0.559, 0.312, 0.351, 0.425, 0.291, 0.336, 0.350, 0.334, 0.291]
}



The most stable arrangement is arrangement w, and the next structure is 0.080 eV less stable.



Arrangement w

{
  "formula": "C4H6N4",
  "method": "ωB97M-V/def2-TZVPD",
  "orbital_gap_ev": 9.21,
  "homo_energy_ha": -0.34915,
  "smiles": "[H]/N=C1N=C(C)/C(=N\\[H])N\\1",
  "mol_weight_g_mol": 110.12,
  "symbols": ["C", "C", "C", "C", "H", "H", "H", "H", "H", "H", "N", "N", "N", "N"],
  "positions_angstrom": [[-1.592, -1.176, 0.004], [-0.326, -0.508, -0.064], [1.774, 0.067, -0.020], [-0.257, 1.011, 0.013], [-1.594, -2.257, -0.179], [-2.093, -1.008, 0.972], [-2.283, -0.703, -0.732], [3.271, -1.001, 0.123], [1.448, 2.174, -0.174], [-2.103, 1.320, 0.074], [0.860, -1.005, -0.047], [3.030, -0.007, 0.082], [1.074, 1.246, -0.112], [-1.208, 1.847, 0.062]],
  "mulliken_charge": [-1.424, 1.100, 0.342, 0.492, 0.321, 0.333, 0.347, 0.290, 0.183, 0.247, -0.685, -0.647, -0.108, -0.792]
}



Arrangement x

{
  "formula": "C4H6N4",
  "method": "ωB97M-V/def2-TZVPD",
  "orbital_gap_ev": 10.12,
  "homo_energy_ha": -0.34283,
  "smiles": "N[C@@H]1Cc2[nH]nnc21",
  "mol_weight_g_mol": 110.12,
  "symbols": ["C", "C", "C", "C", "H", "H", "H", "H", "H", "H", "N", "N", "N", "N"],
  "positions_angstrom": [[-1.501, -0.008, 0.412], [-0.993, 1.473, 0.101], [0.440, 0.790, -0.076], [0.035, -0.421, 0.341], [-3.382, -1.099, -0.252], [-1.705, -1.746, -0.768], [-2.117, -0.018, 1.387], [-1.493, 1.782, -0.849], [-1.094, 2.170, 0.944], [2.493, 1.265, -0.811], [-2.257, -0.762, -0.598], [1.778, 0.757, -0.256], [2.164, -0.676, -0.141], [1.088, -1.228, 0.378]],
  "mulliken_charge": [0.562, -0.687, 0.174, -0.164, 0.279, 0.299, 0.305, 0.295, 0.241, 0.288, -0.774, -0.074, -0.450, -0.294]
}



Arrangement y

{
  "formula": "C4H6N4",
  "method": "ωB97M-V/def2-TZVPD",
  "orbital_gap_ev": 10.50,
  "homo_energy_ha": -0.36192,
  "mol_weight_g_mol": 110.12,
  "symbols": ["C", "C", "C", "C", "N", "N", "N", "N", "H", "H", "H", "H", "H", "H"],
  "positions_angstrom": [[0.828, 0.374, -4.208], [-0.748, 0.650, 1.839], [-0.101, 0.264, -0.211], [0.042, -1.760, 1.336], [0.983, 1.352, -3.609], [-0.913, 1.736, 1.140], [-0.481, 1.464, -0.103], [-0.234, -0.355, 1.045], [1.014, 2.098, -3.011], [-0.867, 0.734, 2.849], [0.173, -0.114, -1.202], [1.161, -2.031, 1.324], [-0.500, -2.070, 2.263], [-0.356, -2.341, 0.551]],
  "mulliken_charge": [-0.180, -0.042, -0.076, -0.808, -0.114, -0.513, -0.281, 0.022, 0.298, 0.466, 0.320, 0.260, 0.318, 0.329]
}



The most stable arrangement is arrangement w, and the next structure is 2.456 eV less stable.



Arrangement w

{
  "formula": "C4H6N4",
  "method": "ωB97M-V/def2-TZVPD",
  "orbital_gap_ev": 8.44,
  "homo_energy_ha": -0.36060,
  "smiles": "[H]/N=C1\\C=NC(CN)=N1",
  "mol_weight_g_mol": 110.12,
  "symbols": ["C", "C", "C", "C", "H", "H", "H", "H", "H", "H", "N", "N", "N", "N"],
  "positions_angstrom": [[-1.536, -0.556, 0.508], [-0.064, -0.311, 0.159], [2.143, -0.348, -0.061], [1.723, 1.035, -0.079], [-2.894, 0.882, -0.731], [-3.518, -0.521, -0.677], [-2.077, -1.639, 0.425], [-1.587, 0.138, 1.539], [3.655, 0.099, -0.440], [2.087, 2.113, 0.301], [-2.535, -0.104, -0.665], [0.957, -1.119, -0.038], [3.279, -0.806, -0.295], [0.365, 1.137, 0.053]],
  "mulliken_charge": [-0.091, 0.370, 0.473, -0.037, 0.204, 0.256, 0.284, 0.184, 0.306, 0.323, -0.623, -0.609, -0.539, -0.501]
}



Arrangement x

{
  "formula": "C4H6N4",
  "method": "ωB97M-V/def2-TZVPD",
  "orbital_gap_ev": 9.50,
  "homo_energy_ha": -0.33586,
  "mol_weight_g_mol": 110.12,
  "symbols": ["C", "C", "C", "C", "H", "H", "H", "H", "H", "H", "N", "N", "N", "N"],
  "positions_angstrom": [[1.967, -1.373, -0.394], [-0.081, 0.588, -0.147], [-0.701, -0.094, 1.039], [-1.096, 1.361, -0.403], [0.672, -1.642, 0.154], [2.699, -0.924, 0.722], [2.672, -2.371, -0.852], [-0.311, -0.942, 1.519], [-3.402, 1.351, 0.156], [-1.224, 2.237, -1.134], [1.913, -0.204, -1.258], [1.052, 0.669, -1.070], [-1.971, 0.207, 1.327], [-2.187, 1.138, 0.342]],
  "mulliken_charge": [-0.469, 0.735, -0.367, -0.649, 0.086, 0.244, 0.267, 0.516, 0.355, 0.358, -0.419, -0.037, -0.685, 0.066]
}



The most stable arrangement is arrangement w, and the next structure is 2.398 eV less stable.



Arrangement w

{
  "formula": "C4H6N4",
  "method": "ωB97M-V/def2-TZVPD",
  "orbital_gap_ev": 8.80,
  "homo_energy_ha": -0.28627,
  "smiles": "C1=CN2N=NCN2C1",
  "mol_weight_g_mol": 110.12,
  "symbols": ["C", "C", "C", "C", "N", "N", "N", "N", "H", "H", "H", "H", "H", "H"],
  "positions_angstrom": [[-1.471, -1.044, 0.281], [-0.325, -1.662, -0.043], [-1.201, 0.392, -0.073], [1.185, 1.400, -0.115], [2.169, 0.434, 0.430], [1.918, -0.749, 0.209], [0.691, -0.807, -0.394], [0.133, 0.452, -0.676], [-2.320, -1.467, 0.696], [0.056, -2.672, -0.054], [-1.791, 0.611, -0.967], [-1.539, 1.084, 0.799], [0.750, 1.926, 0.622], [1.747, 2.102, -0.715]],
  "mulliken_charge": [-0.528, -0.320, -0.313, -0.284, -0.280, -0.366, 0.380, -0.261, 0.461, 0.400, 0.257, 0.281, 0.278, 0.296]
}



Arrangement x

{
  "formula": "C4H6N4",
  "method": "ωB97M-V/def2-TZVPD",
  "orbital_gap_ev": 9.66,
  "homo_energy_ha": -0.32256,
  "smiles": "N/N=C\\c1cc[nH]n1",
  "mol_weight_g_mol": 110.12,
  "symbols": ["C", "C", "C", "C", "H", "H", "H", "H", "H", "H", "N", "N", "N", "N"],
  "positions_angstrom": [[1.163, -1.151, -0.332], [-0.177, -0.444, -0.309], [-0.695, 0.875, -0.447], [-1.992, 0.800, -0.085], [1.855, 1.059, 0.960], [3.485, 0.760, 0.370], [1.194, -2.265, -0.493], [-0.183, 1.788, -0.482], [-2.832, 1.519, -0.005], [-3.176, -1.069, 0.461], [2.464, 0.717, 0.145], [2.317, -0.713, -0.063], [-2.280, -0.543, 0.152], [-1.144, -1.333, 0.127]],
  "mulliken_charge": [-0.136, 0.494, -0.636, -0.231, 0.230, 0.272, 0.315, 0.448, 0.403, 0.274, -0.499, -0.398, 0.125, -0.661]
}



Arrangement y

{
  "formula": "C4H6N4",
  "method": "ωB97M-V/def2-TZVPD",
  "orbital_gap_ev": 9.79,
  "homo_energy_ha": -0.37727,
  "mol_weight_g_mol": 110.12,
  "symbols": ["C", "C", "C", "C", "N", "N", "N", "N", "H", "H", "H", "H", "H", "H"],
  "positions_angstrom": [[-0.498, 1.387, 1.138], [0.771, -0.501, 1.404], [-0.879, -0.468, -0.564], [0.013, 0.280, 0.524], [-0.610, 2.381, 1.670], [1.503, -1.076, 2.101], [-0.540, -1.890, -0.645], [1.360, 1.166, -0.498], [-1.912, -0.548, -0.174], [-0.968, -0.049, -1.613], [0.487, -1.859, -0.819], [-1.127, -2.244, -1.405], [0.714, 1.609, -1.283], [1.686, 1.811, 0.163]],
  "mulliken_charge": [0.205, 0.006, -0.518, 0.736, -0.441, -0.406, -0.605, -0.653, 0.332, 0.268, 0.237, 0.256, 0.284, 0.299]
}



Arrangement z

{
  "formula": "C4H6N4",
  "method": "ωB97M-V/def2-TZVPD",
  "orbital_gap_ev": 9.50,
  "homo_energy_ha": -0.34655,
  "smiles": "CN1C=NC=NN=C1",
  "mol_weight_g_mol": 110.12,
  "symbols": ["C", "C", "C", "C", "H", "H", "H", "H", "H", "H", "N", "N", "N", "N"],
  "positions_angstrom": [[0.667, -1.504, -0.684], [-0.755, -0.401, 0.782], [-0.075, 1.672, 1.415], [-0.126, 0.523, -1.078], [1.461, -2.250, -0.067], [-0.344, -2.182, -0.918], [1.233, -1.194, -1.666], [-1.022, -1.513, 1.171], [-0.019, 2.425, 2.323], [-0.751, 0.267, -2.049], [0.199, -0.347, -0.127], [-0.961, 0.583, 1.588], [0.471, 2.144, 0.301], [0.022, 1.777, -0.990]],
  "mulliken_charge": [-0.936, 0.114, 0.109, 0.084, 0.213, 0.348, 0.366, 0.271, 0.324, 0.373, 0.004, -0.519, -0.422, -0.330]
}



The most stable arrangement is arrangement x, and the next structure is 1.243 eV less stable.